Record 1
ORCA calculation (ωB97M-V/def2-TZVPD) on a structure of composition C48H120BF4N8NaO16 at a distorted geometry.

Geometry as XYZ:
```
198
Properties=species:S:1:pos:R:3:forces:R:3
Na -19.436 -4.325 -2.907 0.2 0.0 0.1
B -20.380 -2.310 -0.986 -0.7 -0.3 0.0
F -21.608 -2.986 -1.215 0.4 0.0 0.1
F -20.471 -1.497 0.148 0.6 -1.6 0.4
F -19.365 -3.270 -0.773 0.1 -0.1 -0.4
F -20.114 -1.570 -2.168 0.5 -0.6 0.1
C -12.601 -6.161 3.301 0.4 -0.1 -0.4
O -13.823 -6.195 3.977 -0.3 0.1 -0.2
C -13.714 -5.767 5.311 0.2 -0.1 0.2
C -15.091 -5.719 5.901 -0.3 0.1 0.6
N -15.956 -4.867 5.099 0.1 -0.3 0.1
C -17.341 -4.900 5.552 0.1 -0.2 -0.7
C -18.227 -4.302 4.489 -0.3 0.5 0.2
O -18.040 -4.991 3.278 0.0 0.0 -0.3
C -18.939 -4.551 2.269 0.3 -0.8 0.0
H -12.013 -7.071 3.482 0.0 0.1 0.1
H -12.001 -5.292 3.593 0.0 0.0 0.0
H -12.798 -6.099 2.231 0.0 0.0 0.0
H -13.257 -4.769 5.348 0.0 0.0 0.0
H -13.076 -6.465 5.872 0.0 0.1 0.1
H -15.015 -5.309 6.916 0.0 0.0 -0.1
H -15.488 -6.742 6.033 0.0 0.1 -0.2
H -15.950 -5.277 4.167 0.0 0.3 0.0
H -17.479 -4.303 6.455 0.1 -0.2 0.2
H -17.650 -5.948 5.702 -0.2 0.2 0.3
H -17.993 -3.234 4.347 0.1 -0.1 0.0
H -19.278 -4.333 4.810 0.0 -0.1 -0.1
H -19.919 -5.021 2.427 -0.1 0.4 0.1
H -18.553 -4.934 1.324 0.0 0.1 0.0
H -18.995 -3.464 2.210 -0.1 0.0 0.1
C -20.798 0.671 -0.841 -0.5 0.7 -0.5
O -21.725 1.736 -0.784 0.1 0.7 0.5
C -22.613 1.723 0.343 0.0 0.2 -1.2
C -21.958 1.432 1.667 -0.1 0.2 0.0
N -21.072 2.528 2.029 0.4 -0.3 0.1
C -20.364 2.252 3.270 0.4 -0.5 0.4
C -19.476 3.393 3.691 -0.6 0.6 0.1
O -18.421 3.484 2.760 -0.1 -0.2 0.1
C -17.449 4.413 3.135 0.5 0.0 0.7
H -21.293 -0.300 -0.926 -0.2 1.2 -0.1
H -20.112 0.661 0.015 -0.2 0.0 0.0
H -20.195 0.850 -1.732 -0.1 -0.1 0.0
H -23.432 1.036 0.088 0.2 0.1 0.4
H -23.025 2.731 0.383 0.0 0.0 0.0
H -21.469 0.446 1.652 0.3 0.7 -0.1
H -22.784 1.328 2.382 0.2 0.2 0.2
H -20.364 2.555 1.295 -0.1 0.4 0.0
H -19.723 1.347 3.217 -0.1 0.6 -0.2
H -21.076 2.006 4.067 -0.2 0.3 -0.1
H -19.120 3.277 4.726 0.3 -0.3 -0.2
H -20.048 4.337 3.709 0.0 -0.1 -0.2
H -16.657 4.388 2.392 -0.1 0.3 -0.2
H -16.982 4.140 4.098 -0.1 -0.1 -0.1
H -17.859 5.419 3.284 0.0 0.0 -0.3
C -14.845 -2.237 2.984 0.0 -0.2 0.3
O -14.264 -2.619 1.762 0.2 0.3 -0.6
C -15.098 -3.404 0.929 -0.1 -0.4 0.6
C -16.341 -2.697 0.449 -0.2 -0.8 0.1
N -16.041 -1.531 -0.343 -0.4 0.6 0.3
C -17.247 -0.709 -0.543 0.5 -0.2 0.1
C -16.818 0.703 -0.893 -0.1 -0.2 -0.8
O -15.912 1.239 0.048 -0.2 -0.1 -0.2
C -16.612 1.696 1.178 0.3 -0.2 0.4
H -15.857 -1.834 2.872 0.1 0.1 0.0
H -14.199 -1.466 3.399 0.0 0.0 0.1
H -14.909 -3.084 3.680 0.0 0.1 0.0
H -15.414 -4.290 1.509 0.0 0.0 -0.2
H -14.487 -3.724 0.084 0.1 0.1 0.0
H -16.985 -2.514 1.328 0.0 0.3 -0.1
H -16.924 -3.421 -0.134 0.1 0.2 -0.1
H -15.395 -0.939 0.177 0.1 -0.2 -0.1
H -17.885 -0.715 0.355 0.0 0.0 -0.1
H -17.829 -1.145 -1.351 -0.2 0.1 -0.1
H -17.697 1.351 -1.009 0.0 0.0 0.1
H -16.304 0.695 -1.860 0.1 0.0 0.1
H -15.870 2.124 1.849 -0.1 0.3 0.0
H -17.087 0.882 1.746 -0.1 0.0 -0.2
H -17.370 2.417 0.874 0.0 0.1 0.2
C -18.974 -1.720 -8.050 -0.1 0.2 0.4
O -18.153 -2.125 -6.973 0.2 0.0 -0.3
C -18.674 -1.725 -5.724 -0.1 0.1 -0.3
C -17.619 -1.951 -4.681 -0.7 0.7 0.4
N -17.374 -3.357 -4.389 0.6 0.1 0.3
C -16.285 -3.447 -3.391 0.0 0.3 -0.3
C -16.137 -4.820 -2.800 0.0 0.0 -0.2
O -17.292 -5.166 -2.059 0.1 0.1 0.1
C -17.024 -6.068 -1.003 -1.0 -0.5 0.0
H -19.901 -2.303 -8.082 0.0 0.0 -0.1
H -18.412 -1.832 -8.972 0.0 -0.1 -0.1
H -19.247 -0.667 -7.911 0.0 0.0 -0.2
H -19.621 -2.258 -5.551 0.1 0.0 0.3
H -18.914 -0.650 -5.712 0.0 -0.1 -0.2
H -17.990 -1.446 -3.780 0.1 -0.3 0.1
H -16.736 -1.365 -4.977 0.2 -0.4 -0.1
H -16.999 -3.769 -5.242 -0.3 -0.1 0.0
H -16.461 -2.703 -2.611 0.0 -0.1 0.1
H -15.315 -3.188 -3.840 -0.1 0.1 0.0
H -15.251 -4.806 -2.157 0.0 -0.2 0.0
H -15.986 -5.550 -3.610 0.1 -0.1 0.1
H -16.896 -7.099 -1.366 0.6 0.2 -0.1
H -17.939 -6.141 -0.410 0.1 0.3 0.1
H -16.205 -5.724 -0.374 0.1 -0.1 0.0
C -23.226 -1.290 1.471 0.0 0.9 -0.1
O -24.639 -1.177 1.482 -0.1 -0.5 0.3
C -25.140 -1.113 0.168 0.0 0.2 0.2
C -26.649 -1.154 0.215 0.2 -0.2 -0.7
N -27.191 -1.030 -1.164 -0.5 0.0 0.9
C -27.453 -2.320 -1.806 0.5 0.2 0.1
C -28.454 -2.157 -2.918 0.1 -0.7 -0.6
O -28.682 -3.455 -3.474 0.5 0.2 0.6
C -29.884 -3.557 -4.150 -0.9 0.2 -0.7
H -22.869 -1.672 2.426 -0.2 -0.2 0.0
H -22.801 -0.279 1.358 -0.6 -1.6 -0.2
H -22.890 -1.908 0.641 0.1 -0.2 0.1
H -24.767 -1.970 -0.410 0.1 0.1 -0.1
H -24.800 -0.178 -0.295 -0.2 -0.2 -0.3
H -27.031 -0.336 0.824 0.1 0.0 0.0
H -26.948 -2.105 0.675 -0.1 0.1 0.1
H -28.076 -0.549 -1.035 0.0 0.0 -0.3
H -27.804 -3.101 -1.116 -0.1 0.1 0.1
H -26.510 -2.673 -2.230 -0.1 -0.1 0.0
H -28.038 -1.511 -3.700 -0.2 0.2 0.1
H -29.408 -1.759 -2.550 0.1 0.1 0.0
H -29.900 -2.987 -5.093 0.1 0.0 0.1
H -30.731 -3.198 -3.547 0.1 -0.1 0.0
H -30.078 -4.596 -4.415 0.2 -0.1 0.1
C -24.640 0.693 -9.350 0.0 -0.2 -0.3
O -23.853 -0.470 -9.222 -0.1 -0.1 0.4
C -22.462 -0.249 -9.258 0.6 -0.4 -0.5
C -21.918 0.657 -8.175 -0.3 -0.1 0.0
N -22.088 0.038 -6.860 -0.6 0.8 -0.2
C -21.672 0.942 -5.785 1.2 -0.5 -0.1
C -22.016 0.382 -4.437 -0.3 -0.5 0.1
O -23.429 0.350 -4.341 0.2 0.4 -0.1
C -23.850 -0.026 -3.058 -0.3 -0.1 0.4
H -25.679 0.374 -9.312 0.0 0.0 0.0
H -24.463 1.161 -10.327 0.0 0.2 0.1
H -24.460 1.404 -8.543 0.0 0.1 0.0
H -22.144 0.110 -10.251 -0.2 0.2 0.1
H -22.009 -1.239 -9.149 -0.1 0.0 0.1
H -22.427 1.629 -8.267 0.2 0.1 0.2
H -20.857 0.835 -8.366 0.0 0.0 0.0
H -23.087 -0.144 -6.761 0.1 -0.1 0.2
H -22.002 1.988 -5.849 -0.3 -0.1 -0.2
H -20.573 0.957 -5.859 -0.1 0.3 0.1
H -21.553 0.960 -3.626 -0.2 0.2 -0.1
H -21.653 -0.650 -4.320 0.2 0.1 -0.1
H -23.464 0.655 -2.286 0.1 -0.1 -0.1
H -23.533 -1.049 -2.820 0.0 0.0 0.0
H -24.939 0.027 -3.026 0.0 -0.1 -0.1
C -20.822 -6.294 -0.415 0.5 0.0 0.3
O -20.201 -6.234 -1.686 0.2 0.0 -0.3
C -20.166 -7.479 -2.357 0.1 -0.1 0.3
C -19.271 -7.405 -3.577 0.0 0.0 -0.3
N -19.591 -6.304 -4.499 -0.6 -0.6 0.4
C -18.711 -6.302 -5.660 0.5 0.2 0.0
C -19.194 -5.332 -6.712 0.4 0.1 -0.4
O -20.104 -5.993 -7.560 -0.4 0.1 0.0
C -20.681 -5.114 -8.509 0.7 -0.1 -0.3
H -20.310 -7.022 0.233 -0.1 -0.1 -0.2
H -21.880 -6.553 -0.493 0.0 0.1 0.0
H -20.667 -5.321 0.044 -0.4 0.1 -0.1
H -21.198 -7.800 -2.557 0.1 0.0 -0.3
H -19.710 -8.251 -1.716 -0.2 0.1 0.1
H -19.350 -8.368 -4.103 0.1 0.0 0.1
H -18.237 -7.290 -3.246 0.0 0.1 0.0
H -20.522 -6.543 -4.843 0.0 0.4 -0.1
H -18.579 -7.301 -6.099 -0.2 0.1 -0.1
H -17.706 -5.995 -5.353 -0.1 0.0 0.2
H -18.346 -4.949 -7.303 -0.1 -0.1 0.0
H -19.647 -4.445 -6.248 -0.1 -0.1 0.1
H -21.314 -5.699 -9.171 -0.2 0.0 0.2
H -19.893 -4.678 -9.147 -0.1 0.0 0.2
H -21.231 -4.298 -8.030 -0.1 -0.1 0.0
C -24.942 -0.997 9.981 -0.1 0.5 0.1
O -23.645 -0.749 9.505 0.0 -0.4 0.2
C -23.599 -0.555 8.122 0.5 0.5 -0.6
C -22.141 -0.509 7.670 -0.2 0.0 -0.5
N -21.722 -1.802 7.096 -0.4 0.7 0.3
C -20.313 -1.831 6.797 0.7 -0.2 -0.6
C -19.893 -1.062 5.549 0.4 -0.2 -0.1
O -20.331 -1.808 4.420 -0.2 0.0 0.3
C -20.129 -1.113 3.218 -0.2 0.6 0.0
H -25.615 -0.160 9.737 0.0 -0.1 -0.1
H -24.875 -1.037 11.066 0.0 -0.2 0.0
H -25.360 -1.922 9.574 0.0 -0.1 0.0
H -24.085 0.399 7.866 -0.1 -0.1 0.0
H -24.094 -1.351 7.548 -0.2 -0.1 0.3
H -21.520 -0.225 8.519 0.1 -0.2 0.1
H -22.030 0.288 6.920 0.0 0.1 0.1
H -22.203 -1.856 6.201 -0.1 -0.4 0.1
H -20.008 -2.861 6.583 -0.1 -0.1 0.2
H -19.709 -1.505 7.644 -0.2 0.1 0.2
H -18.791 -0.992 5.521 -0.1 0.1 0.0
H -20.285 -0.037 5.501 -0.1 -0.1 0.1
H -20.447 -1.723 2.380 0.2 -0.2 0.0
H -19.076 -0.802 3.112 0.0 -0.2 -0.1
H -20.719 -0.182 3.178 0.1 -0.7 0.3
```
Positions in Å, forces in eV/Å.

Results
max |F|	1.76	eV/Å
HOMO-LUMO gap	8.5620	eV
HOMO level	-8.57	eV
relative energy (zero: lowest compared OMol25 entry of this formula, charge and spin)	0.00	kcal per mole

***

Record 2
ORCA calculation (ωB97M-V/def2-TZVPD) on a structure of composition C40H50BN12O3SSiTl at a distorted geometry.

Geometry as XYZ:
```
109
Properties=species:S:1:pos:R:3:forces:R:3
Tl 0.043 0.247 0.893 0.7 -0.1 -0.3
B -0.213 -0.714 5.228 -0.1 0.0 0.1
N 0.748 0.348 4.657 0.1 0.3 0.3
C 1.438 1.178 5.449 0.2 0.3 0.1
C 2.216 1.999 4.654 0.0 0.0 0.2
C 1.929 1.574 3.361 0.0 -0.1 0.1
N 1.042 0.584 3.387 0.2 -0.2 -0.8
N -0.998 -1.493 4.156 0.0 -0.5 0.1
C -1.594 -2.663 4.416 -0.2 -0.4 0.0
C -2.354 -3.029 3.321 0.0 -0.2 0.1
C -2.136 -1.995 2.416 -0.1 0.2 0.3
N -1.327 -1.078 2.940 -0.3 0.5 -0.4
H -1.003 -0.143 5.946 -0.1 0.1 0.2
H 0.436 -1.514 5.853 0.1 -0.2 0.2
H 1.339 1.134 6.515 -0.1 0.0 0.2
H 2.880 2.784 4.961 0.1 0.1 0.1
H 2.336 1.909 2.426 0.1 0.0 -0.3
H -1.455 -3.156 5.357 0.1 -0.1 0.2
H -2.955 -3.909 3.191 -0.1 -0.1 0.0
H -2.540 -1.864 1.430 0.0 0.1 -0.3
C 2.693 0.414 -0.203 0.1 -0.8 0.2
Si 3.333 -1.275 -0.514 -0.5 0.7 -0.1
C 1.967 -2.299 -1.415 0.4 0.2 0.3
N 0.675 -2.183 -0.737 -0.1 -0.2 -0.4
C -0.503 -2.196 -1.607 -0.3 0.1 0.1
C -1.261 -3.534 -1.640 0.2 -0.1 -0.1
C -0.289 -4.699 -1.492 -0.2 0.0 0.0
C 0.442 -4.611 -0.145 0.1 0.2 -0.1
C 0.537 -3.147 0.337 -0.1 -0.2 0.1
C 3.886 -2.165 1.080 -0.2 0.2 -0.4
C 4.398 -1.416 2.131 0.1 0.1 0.0
C 4.751 -2.001 3.334 0.1 0.0 0.2
C 4.577 -3.362 3.520 0.1 0.0 0.1
C 4.072 -4.130 2.486 0.0 -0.2 0.0
C 3.747 -3.533 1.280 0.1 -0.1 -0.2
C 4.859 -1.275 -1.679 -0.2 0.0 0.2
C 4.711 -0.734 -2.957 -0.2 -0.1 0.0
C 5.796 -0.432 -3.755 0.1 0.0 -0.2
C 7.081 -0.659 -3.287 0.1 0.0 0.0
C 7.256 -1.206 -2.027 0.3 0.0 0.0
C 6.161 -1.503 -1.237 -0.3 -0.2 0.1
H 2.393 0.921 -1.121 -0.1 0.0 -0.2
H 3.395 1.061 0.317 0.2 0.1 0.2
H 2.258 -3.347 -1.566 0.1 -0.1 -0.1
H 1.874 -1.874 -2.415 0.1 0.1 -0.1
H -0.191 -1.926 -2.617 0.0 0.0 0.0
H -1.192 -1.414 -1.267 0.0 0.0 -0.1
H -1.807 -3.615 -2.583 -0.1 0.0 0.1
H -1.988 -3.577 -0.825 -0.1 0.0 0.0
H 0.425 -4.667 -2.320 0.0 0.0 0.0
H -0.832 -5.646 -1.563 0.1 0.0 -0.1
H 1.434 -5.056 -0.241 0.0 -0.1 0.1
H -0.099 -5.181 0.612 0.0 -0.1 0.1
H 1.387 -3.021 1.009 -0.2 0.0 0.1
H -0.373 -2.907 0.891 0.1 0.0 0.1
H 4.522 -0.353 1.997 0.0 0.2 0.1
H 5.160 -1.393 4.131 0.0 0.0 0.0
H 4.841 -3.824 4.463 0.0 0.0 0.0
H 3.929 -5.197 2.617 0.0 0.0 0.0
H 3.380 -4.153 0.474 -0.1 -0.1 -0.1
H 3.714 -0.525 -3.319 -0.1 0.1 -0.1
H 5.642 -0.003 -4.738 0.0 0.0 0.0
H 7.936 -0.393 -3.896 0.1 0.0 0.0
H 8.254 -1.393 -1.649 0.1 0.0 0.0
H 6.310 -1.914 -0.246 0.1 0.0 0.1
C -0.177 3.854 1.610 0.1 0.0 0.2
N -0.078 5.312 1.491 -0.1 0.1 0.3
C -1.211 5.766 0.693 -0.1 0.1 0.1
N -1.231 5.161 -0.633 -0.3 0.1 -0.2
C -1.303 3.708 -0.468 -0.1 0.0 0.0
N -0.176 3.199 0.307 0.0 0.0 -0.1
C 1.056 3.565 -0.387 0.2 -0.1 0.0
N 1.184 5.013 -0.553 0.2 0.1 -0.2
C 1.147 5.633 0.766 0.1 0.1 0.1
C 0.023 5.476 -1.307 0.0 0.1 -0.1
H -1.104 3.609 2.134 0.1 -0.1 0.0
H 0.667 3.483 2.194 -0.1 0.0 0.0
H -1.162 6.856 0.587 0.0 -0.1 0.0
H -2.134 5.494 1.215 0.0 0.1 0.0
H -1.302 3.243 -1.455 0.0 0.0 0.0
H -2.236 3.451 0.042 0.1 0.0 -0.1
H 1.061 3.107 -1.378 0.1 -0.1 0.1
H 1.907 3.193 0.185 0.0 -0.1 -0.1
H 1.216 6.721 0.645 0.0 -0.1 0.0
H 2.005 5.289 1.350 0.0 0.0 0.0
H 0.024 4.990 -2.288 0.0 0.1 0.0
H 0.098 6.560 -1.444 0.0 -0.1 0.0
O -7.780 2.648 -6.107 0.2 -0.4 0.1
S -7.055 1.393 -6.305 -0.1 0.2 -0.6
O -5.634 1.555 -6.578 -0.3 -0.1 0.3
O -7.724 0.447 -7.190 0.1 0.1 0.5
C -7.151 0.646 -4.626 -0.2 0.3 -0.4
N -8.314 0.135 -4.242 -0.5 -0.1 -0.1
C -8.398 -0.281 -2.988 0.0 0.0 -0.1
C -7.340 -0.209 -2.099 0.5 0.2 -0.1
C -6.150 0.327 -2.599 -1.2 -0.2 -0.6
N -6.086 0.753 -3.865 0.7 0.0 0.5
C -4.923 0.453 -1.818 1.0 0.2 0.6
C -4.887 0.488 -0.420 -0.2 -0.1 -0.6
C -3.668 0.650 0.210 0.2 0.0 0.1
N -2.519 0.798 -0.437 -0.4 0.1 -0.3
C -2.551 0.768 -1.768 0.0 0.0 0.2
C -3.707 0.590 -2.496 -0.4 0.0 0.0
H -9.355 -0.699 -2.690 0.0 0.0 0.1
H -7.428 -0.566 -1.085 0.0 -0.1 0.1
H -5.794 0.410 0.159 -0.1 0.0 0.1
H -3.591 0.675 1.288 -0.1 0.0 0.2
H -1.593 0.902 -2.253 0.1 0.0 -0.2
H -3.720 0.582 -3.574 0.1 0.0 -0.1
```
Positions in Å, forces in eV/Å.

Results
max |F|	1.32	eV/Å
HOMO-LUMO gap	5.4750	eV
charge	-2
HOMO level	-1.83	eV

***

Record 3
ORCA calculation (ωB97M-V/def2-TZVPD) on a cluster of 2 separate species, C5H14 in total at a distorted geometry.

Geometry as XYZ:
```
19
Properties=species:S:1:pos:R:3:forces:R:3
C -0.459 -0.460 -1.531 1.9 -1.2 0.8
C -1.444 -0.478 -0.370 -0.6 2.1 0.5
C -0.705 -1.398 -2.746 0.7 1.6 -0.6
H 0.529 -0.720 -1.067 -0.6 -0.4 -0.3
H -0.115 0.493 -1.947 -1.1 0.4 0.5
H -1.151 0.194 0.477 0.5 -0.7 -0.6
H -2.422 -0.019 -0.551 -0.1 -0.3 -0.7
H -0.300 -0.738 -3.543 -1.1 -0.4 -0.4
H -1.752 -1.687 -2.879 0.2 0.2 -0.2
H -1.641 -1.444 0.057 0.2 -0.7 0.0
H -0.040 -2.230 -2.933 0.0 -0.7 1.0
C 0.941 1.197 2.956 3.0 0.7 -0.2
C 1.487 1.043 1.518 1.4 1.3 0.3
H 1.678 1.903 3.483 -1.0 -0.5 -0.7
H -0.032 1.624 3.080 -0.7 -0.4 0.0
H 1.218 0.274 3.436 -1.0 -0.6 0.6
H 1.215 0.207 0.878 -0.7 0.4 0.2
H 1.536 2.026 1.040 -1.1 -0.1 -0.6
H 2.581 0.981 1.570 0.2 -0.7 0.5
```
Positions in Å, forces in eV/Å.

Results
multiplicity	2
max |F|	3.08	eV/Å
HOMO-LUMO gap (alpha / beta)	2.5685 / 11.3030	eV
<S²>	0.75
charge	-1
HOMO level (alpha / beta)	1.50 / -7.22	eV
relative energy (zero: lowest compared OMol25 entry of this formula, charge and spin)	28.33	kcal per mole